29
Properties=species:S:1:pos:R:3:nbo_charge:R:1 method="wB97M-V/def2-TZVPD" max_force_ha_per_bohr=0.0618 total_charge=0 energy_ev=-18536.23856 lumo_ha=0.0192 relative_energy_kj_mol=338.9 mol_weight_g_mol=166.34 homo_ev=-8.44 smiles="CC(C)(C)[SiH2][C@@H]1C=CC=CC1" spin_multiplicity=1
C -2.3757 -0.3418 -1.1709 -0.613
C -1.3170 0.2086 -0.2033 -0.455
C -1.7803 -0.4058 1.1765 -0.618
C -1.5185 1.6908 -0.2395 -0.618
Si 0.4386 -0.2320 -0.9063 1.148
C 1.6549 1.0152 -0.1562 -0.658
C 2.9561 0.6433 -0.7426 -0.145
C 3.4744 -0.5936 -0.4396 -0.287
C 2.7533 -1.3651 0.5417 -0.220
C 1.7662 -0.8276 1.2641 -0.220
C 1.6694 0.6573 1.3613 -0.446
H -3.3636 -0.3493 -0.6331 0.198
H -2.5943 0.1431 -2.1518 0.213
H -2.0817 -1.4248 -1.3704 0.206
H -1.8360 0.4983 1.7760 0.212
H -1.0269 -1.2056 1.3773 0.208
H -2.7452 -0.8754 1.2077 0.211
H -1.1033 2.1564 0.5625 0.193
H -1.2143 2.1580 -1.1646 0.214
H -2.6298 1.7310 -0.1291 0.201
H 0.3953 -1.8222 -0.9279 -0.139
H 0.2557 0.2867 -2.3617 -0.174
H 1.3096 2.0040 -0.3636 0.251
H 3.1288 1.1379 -1.7471 0.222
H 4.2004 -1.0423 -1.1733 0.231
H 2.8926 -2.4453 0.6951 0.226
H 1.0336 -1.5023 1.8191 0.229
H 2.3715 1.2931 1.8813 0.222
H 0.7046 0.8838 1.6675 0.208

***

13
Properties=species:S:1:pos:R:3:nbo_charge:R:1 method="wB97M-V/def2-TZVPD" max_force_ha_per_bohr=0.0670 total_charge=0 energy_ev=-6784.30965 lumo_ha=0.0328 relative_energy_kj_mol=405.5 mol_weight_g_mol=81.12 homo_ev=-8.51 smiles="CC1=CC1.C#N" spin_multiplicity=1
C 1.0277 0.9428 0.7923 -0.664
C 0.5500 0.1925 -0.4047 0.035
C -0.4099 -0.4414 -1.0944 -0.188
C 0.8965 -0.3021 -1.7980 -0.451
H 1.9890 1.4294 0.6060 0.233
H 0.9536 0.1560 1.5866 0.228
H 0.3293 1.7247 1.0821 0.234
H -1.2333 -1.1214 -1.1724 0.237
H 0.7996 0.4041 -2.5921 0.162
H 1.5466 -1.1667 -2.1080 0.172
C -2.1889 -0.5522 1.7734 0.086
N -2.4969 -0.4900 0.6834 -0.293
H -1.7633 -0.7757 2.6458 0.209

***

22
Properties=species:S:1:pos:R:3:nbo_charge:R:1 method="wB97M-V/def2-TZVPD" max_force_ha_per_bohr=0.0905 total_charge=+1 energy_ev=-11452.76616 lumo_ha=-0.1009 relative_energy_kj_mol=188.0 mol_weight_g_mol=129.18 homo_ev=-14.32 smiles="CN1CC[N+](C)(C)C1=O" spin_multiplicity=1
C 2.8340 0.5366 0.0850 -0.404
N 1.4084 0.1118 -0.0600 -0.418
C 0.9451 -1.2291 -0.2465 -0.225
C -0.6051 -1.0215 -0.5581 -0.228
N -0.8450 0.3204 -0.0582 -0.277
C -1.7323 1.1503 -0.8957 -0.434
C -1.2703 0.0577 1.3922 -0.403
C 0.5160 1.0887 -0.0015 0.811
O 0.4664 2.3139 -0.0024 -0.549
H 3.4187 -0.3280 0.4714 0.226
H 3.1682 0.6285 -0.8883 0.223
H 2.9140 1.3541 0.7944 0.251
H 1.0441 -1.9324 0.6063 0.221
H 1.7114 -1.6625 -1.0728 0.249
H -0.7363 -0.9210 -1.6742 0.240
H -1.1956 -1.7613 -0.0892 0.241
H -2.8081 0.6302 -0.9264 0.238
H -1.5764 2.1447 -0.4379 0.275
H -1.4217 1.1982 -1.9358 0.242
H -2.3355 -0.1419 1.1999 0.232
H -0.7736 -0.8560 1.6884 0.226
H -1.1298 0.9984 2.0134 0.261

***

8
Properties=species:S:1:pos:R:3:nbo_charge:R:1 method="wB97M-V/def2-TZVPD" max_force_ha_per_bohr=0.1034 total_charge=0 energy_ev=-5114.20733 lumo_ha=0.0436 relative_energy_kj_mol=458.6 mol_weight_g_mol=56.07 homo_ev=-9.69 smiles=C1[C@@H]2NN12 spin_multiplicity=1
C 0.2807 0.0848 -0.9095 -0.286
C -0.3880 0.5451 0.3122 0.027
N -0.1693 -0.5053 1.2602 -0.441
N -0.6160 -0.7976 -0.0516 -0.231
H -0.1417 0.0297 -1.8478 0.220
H 1.3981 -0.1138 -0.8855 0.181
H -1.1273 1.5299 0.7628 0.209
H 0.7636 -0.7729 1.3592 0.321